[1]
A cluster of 6 separate species, C5H22NO6 in total, computed with wB97M-V/def2-TZVPD.

Structure (ORCA input):
```
! wB97M-V def2-TZVPD RIJCOSX def2/J DEFGRID3
* xyz -1 1
C -0.39 -0.24 0.38
C -0.86 -0.02 1.81
C -0.61 1.43 2.20
C -0.13 -0.96 2.76
N -1.01 -1.43 -0.23
C -0.12 -2.10 -1.21
O 1.03 -2.63 -0.66
H -0.63 0.63 -0.23
H 0.70 -0.32 0.38
H -1.94 -0.22 1.86
H -1.27 2.11 1.65
H 0.40 1.75 1.97
H -0.79 1.60 3.27
H -0.52 -0.91 3.78
H -0.17 -2.00 2.42
H 0.94 -0.73 2.77
H -1.20 -2.11 0.50
H -0.71 -2.92 -1.63
H 0.13 -1.36 -1.98
H 3.14 1.84 -1.02
H 2.54 0.46 -0.48
O 2.44 1.52 -0.44
H -3.05 0.65 -1.18
H -2.31 -0.69 -1.29
O -2.82 -0.02 -1.83
H 1.01 2.53 -0.88
H -0.14 2.61 -1.92
O 0.24 3.09 -1.16
H -1.42 0.72 -2.73
H 0.10 0.59 -2.79
O -0.61 1.17 -3.08
H 3.35 -1.19 0.20
H 1.84 -1.88 -0.64
O 2.84 -0.97 -0.59
*
```

Its relative energy (zero: lowest compared OMol25 entry of this formula, charge and spin) is 0.330 eV. The highest occupied orbital energy comes out at -5.5 eV.

These are the Löwdin partial charges, in e, on atoms 1 to 2: atom 1 (C): -0.212, atom 2 (C): -0.422

[2]
The molecule C2H6N2O, computed with wB97M-V/def2-TZVPD.

Structure (ORCA input):
```
! wB97M-V def2-TZVPD RIJCOSX def2/J DEFGRID3
* xyz 0 1
C 0.35 0.09 -1.71
C -1.01 -0.05 0.32
H -0.72 0.10 -2.14
H 0.72 1.12 -1.93
H 0.89 -0.70 -2.19
H 1.78 0.67 0.43
H -1.89 -0.17 -0.32
H -0.27 0.36 1.95
N 0.20 -0.25 -0.32
N -1.21 0.25 1.54
O 1.32 -0.20 0.50
*
```

Its relative energy (zero: lowest compared OMol25 entry of this formula, charge and spin) is 3.172 eV. The highest occupied orbital energy comes out at -9.0 eV. Its SMILES is [H]/N=C\N(C)O.

These are the Löwdin partial charges, in e, on atoms 1 to 2: atom 1 (C): -0.062, atom 2 (C): -0.298

[3]
A structure of composition C15H17NS2V, computed with wB97M-V/def2-TZVPD.

Structure (ORCA input):
```
! wB97M-V def2-TZVPD RIJCOSX def2/J DEFGRID3
* xyz 0 4
C 0.42 -1.20 -1.34
C -0.11 2.29 -2.26
C -0.97 -1.36 -1.84
H 1.04 -1.55 -2.19
C -1.38 2.22 -1.82
H 0.30 3.24 -2.62
H -1.38 -2.37 -1.92
H -1.96 3.14 -1.68
C -1.78 -0.28 -2.38
H -2.76 -0.73 -2.63
H -1.34 0.07 -3.32
C 0.82 0.24 -1.01
H 1.85 0.28 -0.59
H 0.12 0.66 -0.29
C 0.87 1.16 -2.26
H 0.80 0.54 -3.16
H 1.88 1.61 -2.30
C -2.11 0.97 -1.47
H -3.19 1.17 -1.59
H -1.97 0.71 -0.41
V 2.10 -1.21 0.55
H 0.76 -1.81 -0.33
S 2.63 -2.74 2.27
C 1.80 -1.47 2.96
N 1.40 -0.42 2.15
C 0.66 0.56 2.83
C 0.02 1.66 2.24
C -0.91 2.37 3.00
C -1.13 2.04 4.35
C -0.43 0.99 4.96
C 0.43 0.24 4.18
S 1.24 -1.28 4.58
H 0.26 1.94 1.21
H -1.46 3.19 2.54
H -1.86 2.61 4.92
H -0.56 0.74 6.01
*
```

Its relative energy (zero: lowest compared OMol25 entry of this formula, charge and spin) is 4.181 eV. The highest occupied orbital energy (spin up / spin down) comes out at -5.4 / -4.6 eV.

These are the Löwdin partial charges, in e, on atoms 1 to 2: atom 1 (C): -0.306, atom 2 (C): -0.117

[4]
The molecule C2H3NO2S, computed with wB97M-V/def2-TZVPD.

Structure (ORCA input):
```
! wB97M-V def2-TZVPD RIJCOSX def2/J DEFGRID3
* xyz 0 1
C 1.13 -0.54 -0.07
C -0.64 1.15 -0.15
H -1.31 -1.14 0.82
H 1.09 -1.62 -0.19
H -1.71 1.07 -0.30
N -0.13 -0.11 -0.05
O -1.05 -1.14 -0.07
O 0.01 2.15 0.04
S 2.60 0.19 -0.03
*
```

Its relative energy (zero: lowest compared OMol25 entry of this formula, charge and spin) is 3.089 eV. The highest occupied orbital energy comes out at -8.7 eV. Its SMILES is O=CN(O)C=S.

These are the Löwdin partial charges, in e, on atoms 1 to 2: atom 1 (C): -0.654, atom 2 (C): -0.263

[5]
A structure of composition C34H26NO10S2, computed with wB97M-V/def2-TZVPD.

Structure (ORCA input):
```
! wB97M-V def2-TZVPD RIJCOSX def2/J DEFGRID3
* xyz -1 1
C 7.35 -1.36 2.08
C 7.73 -0.10 1.99
C 7.08 0.86 1.03
S 5.51 1.53 1.66
O 5.85 2.82 2.20
O 4.98 0.71 2.73
N 4.45 1.80 0.45
S 3.83 0.39 -0.09
O 4.82 -0.67 -0.10
O 3.35 0.61 -1.43
C 2.51 -0.22 1.00
O 1.20 0.09 0.51
C 0.24 -0.30 1.36
C -1.08 0.47 1.38
O 0.36 -1.20 2.09
H 7.09 -1.90 1.16
H 7.28 -1.93 3.00
H 8.53 0.29 2.62
H 6.97 0.47 0.01
H 7.76 1.73 0.95
H 2.65 0.27 1.97
H 2.63 -1.30 1.09
H -1.00 1.43 0.87
H -1.82 -0.18 0.90
H -1.33 0.58 2.44
C -1.11 -2.96 5.87
C -0.61 -3.04 4.58
C -1.47 -3.29 3.52
C -2.83 -3.48 3.75
C -3.32 -3.43 5.06
C -2.46 -3.15 6.11
C -4.76 -3.67 5.33
O -5.20 -3.62 6.46
C -5.66 -3.99 4.19
C -7.00 -4.28 4.43
C -7.85 -4.57 3.38
C -7.37 -4.56 2.07
C -6.03 -4.28 1.82
C -5.17 -4.00 2.88
C -3.74 -3.74 2.60
O -3.32 -3.73 1.46
H -0.44 -2.75 6.70
H 0.44 -2.90 4.39
H -1.08 -3.35 2.51
H -2.85 -3.10 7.12
H -7.38 -4.29 5.45
H -8.89 -4.80 3.57
H -8.03 -4.78 1.25
H -5.66 -4.28 0.81
C 3.35 2.25 -3.73
C 3.55 1.88 -5.06
C 2.60 2.21 -6.02
C 1.45 2.89 -5.66
C 1.24 3.24 -4.32
C 2.20 2.92 -3.36
C -0.01 3.93 -3.90
O -0.20 4.24 -2.75
C -1.04 4.23 -4.94
C -2.23 4.82 -4.57
C -3.19 5.12 -5.52
C -2.95 4.83 -6.86
C -1.76 4.24 -7.24
C -0.80 3.93 -6.28
C 0.46 3.25 -6.70
O 0.66 3.00 -7.88
H 4.09 2.00 -2.99
H 4.44 1.34 -5.35
H 2.76 1.93 -7.06
H 2.05 3.20 -2.33
H -2.42 5.05 -3.52
H -4.13 5.58 -5.23
H -3.70 5.07 -7.61
H -1.58 4.01 -8.28
*
```

The highest occupied orbital energy comes out at -6.2 eV.

These are the Löwdin partial charges, in e, on atoms 1 to 2: atom 1 (C): -0.010, atom 2 (C): -0.222

[6]
A cluster of 6 separate species, C39H88O18 in total, computed with wB97M-V/def2-TZVPD.

Structure (ORCA input):
```
! wB97M-V def2-TZVPD RIJCOSX def2/J DEFGRID3
* xyz 0 1
C 0.59 -0.52 -3.53
O 1.59 -0.42 -4.53
C 2.09 0.90 -4.67
C 1.11 1.74 -5.55
C 1.21 3.27 -5.42
C 0.89 3.85 -4.01
C -0.52 3.48 -3.45
C -1.69 3.49 -4.49
C -2.48 2.16 -4.41
O -3.06 1.79 -5.68
C -2.73 0.54 -6.09
O -3.38 -0.03 -6.89
H 0.19 0.48 -3.28
H -0.25 -1.09 -3.95
H 0.96 -0.99 -2.61
H 2.32 1.38 -3.71
H 3.04 0.80 -5.21
H 1.36 1.49 -6.59
H 0.08 1.38 -5.39
H 2.24 3.58 -5.65
H 0.58 3.74 -6.19
H 1.08 4.93 -3.99
H 1.62 3.41 -3.33
H -0.46 2.54 -2.90
H -0.76 4.23 -2.69
H -1.39 3.75 -5.51
H -2.40 4.27 -4.17
H -3.31 2.30 -3.70
H -1.88 1.34 -3.99
H -1.81 0.07 -5.69
C 8.89 3.04 -1.13
O 7.97 4.08 -1.41
C 7.48 4.05 -2.75
C 6.02 4.45 -2.81
O 5.11 3.47 -2.32
C 5.09 3.26 -0.91
C 4.52 4.41 -0.10
O 5.43 5.50 -0.04
C 4.80 6.76 -0.06
H 9.85 3.23 -1.61
H 9.04 3.02 -0.05
H 8.50 2.07 -1.43
H 7.60 3.05 -3.18
H 8.08 4.76 -3.34
H 5.77 4.56 -3.87
H 5.85 5.42 -2.35
H 6.08 2.97 -0.54
H 4.44 2.40 -0.75
H 4.34 4.08 0.93
H 3.57 4.72 -0.54
H 4.09 6.83 -0.89
H 5.56 7.53 -0.20
H 4.27 6.94 0.88
C 1.55 3.34 8.33
O 2.72 3.38 7.54
C 2.97 2.17 6.84
C 3.55 2.44 5.46
O 2.62 2.96 4.52
C 2.19 4.30 4.70
C 3.26 5.35 4.45
O 4.20 5.38 5.51
C 5.51 5.65 5.07
H 1.71 2.71 9.22
H 1.34 4.35 8.66
H 0.70 2.97 7.76
H 2.05 1.58 6.73
H 3.69 1.58 7.42
H 3.86 1.47 5.05
H 4.44 3.06 5.52
H 1.72 4.44 5.68
H 1.39 4.46 3.96
H 2.79 6.34 4.39
H 3.74 5.14 3.49
H 5.81 4.98 4.26
H 6.19 5.48 5.91
H 5.61 6.69 4.74
C 1.36 -2.18 2.55
O 0.86 -2.87 1.42
C 1.27 -4.22 1.36
C 0.17 -5.12 0.82
O -0.90 -5.35 1.72
C -1.79 -4.27 1.99
C -2.69 -3.88 0.83
O -1.96 -3.18 -0.17
C -2.40 -3.47 -1.48
H 2.43 -1.97 2.43
H 0.82 -1.23 2.62
H 1.18 -2.74 3.47
H 1.58 -4.59 2.35
H 2.14 -4.27 0.68
H 0.61 -6.10 0.64
H -0.19 -4.76 -0.15
H -1.26 -3.40 2.38
H -2.44 -4.63 2.79
H -3.48 -3.22 1.20
H -3.15 -4.79 0.41
H -2.44 -4.55 -1.65
H -1.69 -3.04 -2.18
H -3.39 -3.03 -1.66
C -4.30 -10.64 -1.71
O -5.09 -9.63 -2.29
C -5.33 -8.53 -1.42
C -5.33 -7.21 -2.18
O -4.05 -6.77 -2.61
C -3.43 -7.48 -3.67
C -4.09 -7.31 -5.03
O -5.30 -8.05 -5.11
C -6.30 -7.40 -5.87
H -4.87 -11.20 -0.96
H -4.00 -11.32 -2.51
H -3.39 -10.22 -1.26
H -4.57 -8.49 -0.63
H -6.31 -8.68 -0.95
H -5.68 -6.44 -1.48
H -6.04 -7.23 -3.00
H -3.30 -8.54 -3.42
H -2.42 -7.06 -3.75
H -3.41 -7.69 -5.80
H -4.26 -6.24 -5.21
H -6.44 -6.37 -5.54
H -7.23 -7.94 -5.73
H -6.04 -7.41 -6.94
C -6.07 -0.55 4.38
O -4.72 -0.30 4.05
C -4.46 -0.39 2.65
C -3.44 0.64 2.22
O -3.93 1.98 2.19
C -4.18 2.62 3.43
C -2.93 2.95 4.23
O -2.38 1.77 4.80
C -0.97 1.78 4.85
H -6.31 -1.61 4.28
H -6.21 -0.26 5.42
H -6.75 0.05 3.76
H -5.38 -0.26 2.07
H -4.06 -1.39 2.45
H -3.17 0.42 1.18
H -2.53 0.58 2.80
H -4.90 2.06 4.03
H -4.66 3.57 3.18
H -3.20 3.63 5.05
H -2.21 3.45 3.58
H -0.54 2.03 3.87
H -0.63 0.78 5.12
H -0.61 2.49 5.60
*
```

The highest occupied orbital energy comes out at -9.1 eV. Its SMILES is COCCCCCCCOC=O.COCCOCCOC.COCCOCCOC.COCCOCCOC.COCCOCCOC.COCCOCCOC.

These are the Löwdin partial charges, in e, on atoms 1 to 2: atom 1 (C): -0.104, atom 2 (O): -0.190

no.,strongest force on any atom (eV/Å),E_tot (eV)
1,0.70,-19319.551
2,2.47,-7196.615
3,3.07,-64673.558
4,3.05,-18540.363
5,3.20,-79316.072
6,1.62,-78714.699